(1)
An isolated molecule of C9H14O at a distorted geometry. Source: the Open Molecules 2025 dataset; level of theory: ωB97M-V with the def2-TZVPD basis set.

XYZ file:
```
24
Properties=species:S:1:pos:R:3:forces:R:3
C 1.874129 -1.774815 1.759292 -0.650 -0.778 1.061
C 1.466059 -0.799948 1.178177 1.245 -1.317 0.866
C 1.044552 0.333381 0.387445 -0.914 0.152 0.590
C 0.242982 1.319876 1.254288 -0.005 0.943 1.153
O 2.205810 0.945212 -0.098190 0.271 3.150 -0.763
C 0.084537 -0.187210 -0.692432 0.577 -1.089 0.908
C -0.975402 -1.105507 -0.163926 -0.472 -0.289 1.367
C -2.164933 -0.368073 0.392340 -0.224 1.384 -2.171
C 0.551013 -0.435990 -2.069377 1.710 1.570 0.263
C -0.218305 0.821383 -1.674999 1.622 1.117 -1.001
H 1.968315 -2.661434 2.427506 0.203 1.337 -1.155
H -0.477546 1.891430 0.597752 1.030 -0.274 0.882
H 0.956344 1.991588 1.832987 -0.811 -0.611 -0.896
H -0.340297 0.807920 2.054464 0.414 0.296 -0.725
H 2.084869 1.972153 -0.112701 0.231 -2.935 0.088
H -1.289461 -1.876270 -0.879660 0.235 0.203 0.167
H -0.631372 -1.580435 0.766976 0.565 -0.495 -0.836
H -2.658276 -0.915388 1.111558 -1.365 -1.446 1.411
H -2.850114 -0.076323 -0.404965 -0.274 -0.027 0.084
H -1.874314 0.538878 0.872674 0.056 0.455 0.189
H 0.145497 -1.227500 -2.610524 -1.155 -0.990 -0.733
H 1.587892 -0.283441 -2.343728 0.066 0.106 0.314
H 0.460141 1.715983 -1.544871 -1.207 -0.871 -0.691
H -1.192122 0.954533 -2.040086 -1.146 0.410 -0.373
```
Forces are in eV/Å.

## Properties
ΔE to the lowest compared entry with this formula, charge and spin in kJ/mol: 380.54
Multiplicity: 1
Charge: 0
Frontier orbital gap in eV: 10.57

(2)
A cluster of 2 separate species, C9H14O in total at a distorted geometry. Source: the Open Molecules 2025 dataset; level of theory: ωB97M-V with the def2-TZVPD basis set.

XYZ file:
```
24
Properties=species:S:1:pos:R:3:forces:R:3
C -2.948755 0.032039 -0.866842 -0.169 0.741 0.552
C -1.580550 -0.610758 -0.901063 0.522 0.748 -1.449
C -0.524509 0.042287 -1.628816 -2.407 -0.369 1.132
C 0.637877 -0.651817 -1.893534 1.562 1.886 -0.257
C 0.904356 -1.953717 -1.490736 -2.509 1.412 1.338
O 2.051519 -2.534891 -1.720412 1.693 -4.010 -0.449
C -0.051501 -2.480770 -0.663705 0.284 -2.325 0.913
C -1.246749 -1.847861 -0.440975 -1.524 -1.469 1.392
H -3.315801 0.447846 0.078424 1.291 0.965 0.345
H -3.854785 -0.553516 -0.876599 0.107 -1.327 -1.381
H -2.952940 0.790827 -1.666959 -0.491 -0.216 0.528
H -0.825524 1.087959 -1.879244 1.243 -0.842 -0.244
H 1.517197 -0.072243 -2.183078 -0.268 -0.186 -0.712
H 1.906847 -3.557196 -1.580071 0.658 3.022 -0.324
H 0.102160 -3.461005 -0.100095 -0.008 1.216 -1.072
H -1.935808 -2.475479 0.154907 0.030 0.770 -0.293
C 1.810664 1.881275 2.777182 -2.390 -1.920 4.490
C 1.282835 2.572973 1.623540 -3.432 2.422 -1.786
H 1.204481 0.884440 2.952557 1.414 1.699 -0.420
H 2.800510 1.664761 2.655383 2.725 -0.975 -0.346
H 1.797561 2.361348 3.874349 -0.427 -0.364 -2.617
H 1.541094 2.198142 0.635119 0.103 -0.817 0.193
H 1.558097 3.625164 1.489425 0.198 0.044 0.598
H 0.121718 2.610182 1.651237 1.795 -0.106 -0.131
```
Forces are in eV/Å.

## Properties
ΔE to the lowest compared entry with this formula, charge and spin in kJ/mol: 196.92
Multiplicity: 1
Charge: 0
Frontier orbital gap in eV: 9.09

(3)
A cluster of 2 separate species, C9H14O in total. Source: the Open Molecules 2025 dataset; level of theory: ωB97M-V with the def2-TZVPD basis set.

XYZ file:
```
24
Properties=species:S:1:pos:R:3:forces:R:3
C 2.076978 0.803148 2.786695 0.088 -0.720 -0.206
C 0.848363 0.578077 1.955673 -0.449 -0.036 -0.027
C -0.113063 -0.383572 2.266238 0.152 0.391 0.146
C -1.236556 -0.564780 1.481193 0.105 -0.144 -0.119
C -1.425834 0.222732 0.347824 -0.457 -0.539 0.219
O -2.520857 0.045552 -0.457226 -0.090 -0.032 -0.105
C -0.505961 1.202387 0.031003 0.289 0.547 0.189
C 0.614660 1.366777 0.836575 0.071 -0.177 -0.194
H 2.941846 0.770224 2.125885 0.178 0.366 0.042
H 2.234479 -0.029918 3.475186 -0.159 0.210 0.206
H 2.032159 1.746461 3.324834 0.147 0.027 0.070
H -0.024324 -0.960244 3.174113 0.176 -0.201 0.064
H -1.938492 -1.351031 1.759771 -0.035 0.241 -0.180
H -3.012419 -0.743369 -0.184285 0.225 0.306 0.011
H -0.655923 1.900837 -0.784419 -0.143 -0.327 -0.124
H 1.358704 2.105784 0.558127 -0.107 0.094 0.028
C -0.315691 -0.194641 -3.188649 -0.181 -0.357 0.246
C 0.150899 -1.484134 -2.469659 0.051 0.463 -0.614
H -1.189228 0.237710 -2.701315 0.062 0.009 0.065
H 0.471019 0.547567 -3.185537 0.123 0.251 -0.115
H -0.613544 -0.391433 -4.217643 0.144 0.011 -0.067
H 1.189718 -1.404814 -2.148566 -0.107 0.035 0.209
H 0.118696 -2.317092 -3.163373 -0.102 -0.277 0.015
H -0.485622 -1.702224 -1.622437 0.017 -0.141 0.241
```
Forces are in eV/Å.

## Properties
ΔE to the lowest compared entry with this formula, charge and spin in kJ/mol: 19.22
Multiplicity: 1
Charge: 0
Frontier orbital gap in eV: 9.31

Number 1: DFT total energy -426.42784 a.u., highest occupied orbital energy -0.3580 Ha. Number 2: DFT total energy -426.49778 a.u., highest occupied orbital energy -0.3064 Ha. Number 3: DFT total energy -426.56546 a.u., highest occupied orbital energy -0.3100 Ha.